The following is a quantum chemistry calculation of the ion C5H12N3 with charge +1 in a non-equilibrium geometry, from the Open Molecules 2025 dataset.

CARTESIAN COORDINATES (ANGSTROEM)
C (0.3965, -1.7580, 0.2085)
C (-0.1130, -1.1780, -2.0431)
C (0.3042, 0.4395, 1.4460)
C (0.3151, -0.4329, -3.2145)
C (-0.0839, 1.3279, 0.3811)
N (0.5726, -1.1730, -0.9849)
N (0.4170, -0.9693, 1.2546)
N (-0.5187, 0.7780, 2.6926)
H (0.7969, -2.8030, 0.3533)
H (-1.1515, -1.6023, -2.0166)
H (1.1946, -0.8727, -3.7516)
H (0.5429, 0.6088, -2.9508)
H (-0.4038, -0.4397, -4.1016)
H (0.7964, 1.4301, -0.1439)
H (-0.5447, 2.2800, 0.6750)
H (-0.8807, 0.6948, -0.1486)
H (0.3544, -1.4802, 2.1132)
H (-0.0070, 1.4149, 3.3386)
H (-0.5394, -0.0892, 3.2334)
H (-1.5244, 1.0354, 2.5354)

- Energy above the lowest of the compared OMol25 structures with the same formula, charge and spin: 4.563 eV
- Gap between HOMO and LUMO (spin up / spin down): 7.35 / 7.34 eV
- Net charge: +1

Löwdin population analysis, charges in e, atoms 1 to 6: atom 1 (C): -0.134, atom 2 (C): -0.187, atom 3 (C): -0.333, atom 4 (C): -0.066, atom 5 (C): -0.083, atom 6 (N): 0.067



The following is a quantum chemistry calculation of the molecule C4H3ClN2 in a non-equilibrium geometry, from the Open Molecules 2025 dataset.

CARTESIAN COORDINATES (ANGSTROEM)
Cl (2.7058, -0.1775, 0.0011)
C (0.9680, -0.1683, 0.0105)
C (0.2658, 1.0076, -0.0134)
C (-1.1096, 0.9017, -0.0008)
N (-1.7816, -0.2643, 0.0019)
N (-1.0698, -1.3949, -0.0025)
C (0.2494, -1.3567, -0.0007)
H (0.7461, 1.9773, -0.0175)
H (-1.7519, 1.7793, 0.0388)
H (0.7780, -2.3042, -0.0175)

- Energy above the lowest of the compared OMol25 structures with the same formula, charge and spin: 0.953 eV
- Gap between HOMO and LUMO: 9.95 eV
- Net charge: 0
- SMILES: Clc1ccnnc1

Löwdin population analysis, charges in e, atoms 1 to 6: atom 1 (Cl): 0.681, atom 2 (C): -0.652, atom 3 (C): -0.090, atom 4 (C): -0.132, atom 5 (N): 0.019, atom 6 (N): 0.017



The following is a quantum chemistry calculation of a cluster of 3 separate species, C17H25Br3N2O7PS2 in total in a non-equilibrium geometry, from the Open Molecules 2025 dataset.

CARTESIAN COORDINATES (ANGSTROEM)
C (-1.6388, -1.9758, 4.1246)
C (-2.3668, -1.8699, 2.6990)
Br (-4.2894, -2.2775, 2.4993)
C (-1.6508, -1.4502, 1.5310)
Br (-2.6256, -1.3212, -0.2281)
C (-0.0903, -1.0289, 1.4892)
C (0.2239, 0.4869, 1.0707)
C (1.7022, 0.9927, 0.9997)
C (1.9107, 2.5307, 0.5232)
O (2.5571, 3.3954, 1.1659)
O (1.2276, 2.8718, -0.7268)
N (1.5754, 1.9138, -1.6430)
C (0.4785, 1.3239, -2.1471)
O (-0.3390, 0.3949, -2.3938)
C (2.8638, 0.0051, 1.3772)
P (4.6918, 0.5578, 1.3430)
O (5.6683, -0.8795, 1.2995)
Br (5.0226, 1.5252, 3.3764)
C (2.4362, -1.4783, 1.7760)
N (1.0210, -1.9126, 1.7939)
C (0.7922, -3.3565, 2.1484)
C (1.1112, -4.2893, 0.8230)
C (2.6652, -4.8009, 0.9088)
O (0.9802, -3.4905, -0.3923)
H (-2.3743, -1.7553, 4.9922)
H (-0.7307, -1.2769, 4.2506)
H (-1.3128, -3.0835, 4.2554)
H (-0.6576, 1.1792, 0.7962)
H (6.4576, -0.6741, 1.8756)
H (3.2457, -2.2471, 2.0595)
H (-0.2841, -3.5947, 2.4575)
H (1.5815, -3.6352, 2.9472)
H (0.3588, -5.1674, 0.8685)
H (2.8653, -5.1813, 1.9791)
H (2.8168, -5.6930, 0.1967)
H (3.3799, -3.9232, 0.6452)
H (1.8485, -3.0681, -0.6196)
C (-1.0846, 5.3586, 2.2338)
S (-2.5444, 4.3108, 2.0491)
O (-2.1724, 2.9314, 2.5007)
C (-2.5375, 4.3042, 0.2425)
H (-0.8722, 5.4711, 3.2979)
H (-0.2277, 4.8955, 1.7401)
H (-1.2833, 6.3400, 1.7992)
H (-1.5889, 3.9067, -0.1254)
H (-2.6869, 5.3206, -0.1261)
H (-3.3552, 3.6703, -0.1045)
C (-1.2961, -0.0189, -5.6348)
S (-3.0196, 0.5244, -5.6199)
O (-3.8717, -0.6809, -5.8515)
C (-2.9377, 1.4381, -7.1763)
H (-1.1238, -0.6479, -4.7604)
H (-1.0939, -0.5943, -6.5403)
H (-0.6390, 0.8518, -5.5886)
H (-2.6329, 0.7708, -7.9846)
H (-2.2261, 2.2603, -7.0791)
H (-3.9281, 1.8413, -7.3933)

- Gap between HOMO and LUMO: 5.48 eV
- Net charge: +1

Löwdin population analysis, charges in e, atoms 1 to 6: atom 1 (C): -0.112, atom 2 (C): -0.663, atom 3 (Br): 0.693, atom 4 (C): -0.583, atom 5 (Br): 0.670, atom 6 (C): -0.066



Q: Which DFT total energy values were calculated for the entries above? A: -9839.6486, -19698.0408, -276415.9017, in eV.